This record from the OMol25 dataset describes 11 unconnected molecules or ions with the total composition C64H153N11O11. The level of theory is ωB97M-V with the def2-TZVPD basis set.

Geometry (Å):
C: -0.905 7.122 5.666
C: -1.233 7.529 4.236
C: -2.636 8.056 4.305
C: -0.467 8.732 3.655
C: 0.868 8.288 3.155
C: 0.681 7.110 2.199
C: 0.062 5.882 2.790
C: -0.304 4.848 1.676
C: 0.904 5.207 3.880
N: -1.240 6.350 3.308
O: -1.912 5.294 3.887
H: 0.130 7.024 5.782
H: -1.377 7.864 6.376
H: -1.356 6.138 5.793
H: -3.326 7.332 4.784
H: -2.712 8.962 4.911
H: -3.060 8.239 3.320
H: -1.032 9.088 2.715
H: -0.301 9.645 4.291
H: 1.340 9.114 2.583
H: 1.608 8.100 3.990
H: 1.724 6.930 1.804
H: -0.047 7.325 1.367
H: -0.639 3.874 2.093
H: 0.527 4.705 0.998
H: -1.084 5.295 1.125
H: 1.417 5.879 4.589
H: 1.587 4.495 3.368
H: 0.259 4.550 4.492
H: -2.681 5.191 3.268
C: -8.657 0.004 6.382
C: -8.620 -0.781 5.066
C: -8.826 -2.220 5.496
C: -9.651 -0.190 4.140
C: -9.568 -0.665 2.699
C: -8.118 -0.417 2.133
C: -7.051 -1.135 3.029
C: -7.126 -2.641 2.883
C: -5.613 -0.724 2.622
N: -7.317 -0.536 4.429
O: -6.314 -1.019 5.315
H: -8.168 -0.561 7.190
H: -8.320 1.072 6.388
H: -9.728 0.049 6.724
H: -9.780 -2.453 6.034
H: -8.688 -2.993 4.724
H: -8.142 -2.440 6.348
H: -10.596 -0.516 4.631
H: -9.494 0.891 4.183
H: -9.829 -1.737 2.700
H: -10.345 -0.272 2.043
H: -7.925 0.683 2.179
H: -8.030 -0.724 1.057
H: -6.663 -3.033 1.929
H: -8.187 -2.978 2.919
H: -6.595 -3.151 3.673
H: -5.384 -0.952 1.599
H: -4.893 -1.196 3.259
H: -5.576 0.371 2.707
H: -5.714 -0.275 5.471
C: 0.927 -5.721 -3.966
C: -0.359 -6.230 -3.246
C: -1.170 -6.940 -4.339
C: -0.221 -7.210 -2.068
C: 0.266 -6.555 -0.814
C: -0.681 -5.464 -0.439
C: -0.852 -4.362 -1.475
C: -2.090 -3.606 -1.145
C: 0.273 -3.338 -1.600
N: -1.244 -5.145 -2.733
O: -1.362 -4.323 -3.888
H: 0.594 -5.001 -4.674
H: 1.606 -5.231 -3.242
H: 1.490 -6.607 -4.399
H: -1.268 -6.282 -5.160
H: -0.745 -7.870 -4.618
H: -2.167 -7.135 -3.999
H: -1.202 -7.655 -1.784
H: 0.450 -8.037 -2.263
H: 0.272 -7.254 0.030
H: 1.288 -6.161 -0.924
H: -0.339 -5.066 0.493
H: -1.648 -5.970 -0.362
H: -2.032 -3.241 -0.134
H: -2.875 -4.328 -1.251
H: -2.252 -2.809 -1.874
H: 1.227 -3.853 -1.782
H: 0.356 -2.810 -0.674
H: 0.109 -2.603 -2.377
H: -2.293 -4.193 -4.043
C: 4.946 -0.565 0.749
C: 5.296 -1.430 -0.451
C: 4.393 -2.605 -0.525
C: 5.119 -0.580 -1.754
C: 6.260 0.436 -2.013
C: 7.575 -0.342 -1.964
C: 7.870 -1.019 -0.588
C: 9.186 -1.836 -0.871
C: 8.299 -0.092 0.511
N: 6.731 -1.918 -0.398
O: 6.837 -2.601 0.894
H: 5.393 0.476 0.748
H: 3.836 -0.598 0.731
H: 5.253 -1.057 1.699
H: 3.411 -2.236 -0.818
H: 4.799 -3.193 -1.305
H: 4.240 -3.178 0.419
H: 5.216 -1.315 -2.586
H: 4.174 -0.024 -1.693
H: 6.062 0.910 -2.970
H: 6.252 1.208 -1.214
H: 8.375 0.385 -2.186
H: 7.559 -1.096 -2.752
H: 8.866 -2.620 -1.582
H: 9.591 -2.327 0.046
H: 9.996 -1.234 -1.272
H: 9.168 0.478 0.268
H: 8.637 -0.740 1.355
H: 7.525 0.642 0.882
H: 6.944 -3.541 0.613
C: -2.820 -3.744 3.725
O: -1.714 -4.405 3.134
C: -1.199 -5.241 4.144
C: 0.100 -5.965 3.693
C: -0.284 -7.247 2.943
N: 0.871 -6.304 4.907
H: -3.624 -4.407 3.984
H: -3.085 -2.889 2.998
H: -2.458 -3.309 4.691
H: -0.961 -4.692 5.065
H: -2.040 -5.959 4.436
H: 0.654 -5.303 3.004
H: -1.095 -7.138 2.221
H: -0.615 -8.033 3.642
H: 0.611 -7.612 2.412
H: 1.438 -7.145 4.693
H: 1.571 -5.584 5.025
C: 4.050 -5.469 3.427
O: 3.005 -4.662 3.066
C: 3.034 -3.374 3.698
C: 1.765 -2.606 3.499
C: 1.520 -2.420 1.967
N: 1.895 -1.385 4.251
H: 3.704 -6.443 3.049
H: 4.149 -5.651 4.589
H: 5.028 -5.200 3.048
H: 3.275 -3.568 4.769
H: 3.896 -2.795 3.301
H: 0.948 -3.196 3.940
H: 0.571 -2.003 1.748
H: 1.647 -3.446 1.557
H: 2.260 -1.786 1.473
H: 0.991 -0.897 4.297
H: 2.575 -0.837 3.764
C: 3.086 3.767 0.580
O: 2.530 4.033 -0.680
C: 3.497 4.572 -1.581
C: 3.666 3.693 -2.750
C: 4.792 4.157 -3.696
N: 2.435 3.785 -3.583
H: 3.455 4.679 1.054
H: 3.927 3.081 0.549
H: 2.244 3.438 1.185
H: 3.136 5.544 -1.989
H: 4.466 4.681 -1.085
H: 3.829 2.671 -2.514
H: 4.699 5.261 -3.900
H: 4.752 3.610 -4.640
H: 5.777 4.026 -3.231
H: 1.589 3.532 -3.053
H: 2.392 3.101 -4.357
C: -0.702 3.850 -5.259
O: -0.546 2.582 -4.669
C: 0.232 1.647 -5.362
C: -0.590 0.905 -6.424
C: -1.429 -0.253 -5.848
N: 0.183 0.401 -7.594
H: 0.157 4.483 -4.990
H: -1.661 4.293 -4.941
H: -0.704 3.773 -6.342
H: 0.990 2.190 -5.851
H: 0.660 0.952 -4.612
H: -1.263 1.694 -6.805
H: -2.166 -0.599 -6.584
H: -2.019 -0.002 -4.959
H: -0.754 -1.062 -5.566
H: 0.834 -0.337 -7.385
H: -0.458 0.301 -8.377
C: -4.247 6.264 1.019
O: -4.470 5.078 0.345
C: -3.795 4.964 -0.933
C: -4.316 3.776 -1.733
C: -4.038 2.472 -0.925
N: -3.753 3.829 -3.020
H: -4.235 7.213 0.365
H: -3.289 6.379 1.562
H: -5.042 6.414 1.730
H: -4.028 5.905 -1.482
H: -2.638 4.902 -0.843
H: -5.450 3.895 -1.712
H: -4.573 1.557 -1.213
H: -4.147 2.665 0.148
H: -2.987 2.316 -1.207
H: -4.453 3.648 -3.720
H: -3.033 3.162 -3.140
C: 1.954 -2.710 -5.573
O: 2.559 -1.533 -6.142
C: 3.768 -1.258 -5.480
C: 4.452 -0.207 -6.481
C: 5.805 0.268 -6.065
N: 3.534 0.931 -6.549
H: 1.475 -2.553 -4.581
H: 2.740 -3.523 -5.444
H: 1.212 -3.015 -6.284
H: 3.619 -0.869 -4.496
H: 4.341 -2.222 -5.431
H: 4.520 -0.682 -7.455
H: 6.625 -0.454 -6.194
H: 5.687 0.564 -5.016
H: 6.076 1.145 -6.669
H: 2.657 0.534 -6.825
H: 3.911 1.601 -7.236
C: -1.722 -0.426 0.905
O: -0.517 0.241 1.076
C: -0.343 1.486 0.411
C: -0.179 1.384 -1.061
C: 1.186 0.693 -1.472
N: -0.335 2.710 -1.621
H: -1.959 -0.549 -0.170
H: -2.468 0.156 1.449
H: -1.561 -1.444 1.322
H: -1.174 2.151 0.542
H: 0.532 1.975 0.908
H: -1.035 0.751 -1.382
H: 1.222 -0.321 -1.082
H: 1.969 1.325 -1.054
H: 1.298 0.736 -2.535
H: -0.314 2.607 -2.649
H: 0.517 3.321 -1.392

Cartesian forces, eV/Å:
-1.3 0.7 0.1
-1.1 0.7 0.5
-2.1 -0.7 0.3
0.2 0.5 -1.3
1.1 0.4 -0.3
1.4 0.2 -1.1
-0.5 -1.0 0.9
0.9 -0.1 1.5
0.0 -1.0 0.0
1.0 2.0 -0.7
-1.9 -0.8 -0.5
1.6 0.1 0.7
0.8 -0.9 -0.6
0.0 0.1 0.4
0.3 0.2 -0.1
0.2 0.0 -0.2
0.1 0.2 -0.2
0.6 -0.4 1.4
-0.8 -1.1 0.0
-0.2 -0.4 0.2
-0.8 -0.2 -0.8
-1.2 -0.4 -0.1
1.0 0.5 0.5
0.3 0.7 -0.2
0.3 -0.1 -0.1
-1.1 0.3 -0.8
0.0 -0.3 -0.7
0.1 0.6 0.5
0.1 0.3 -0.3
0.8 -0.1 1.0
-1.1 0.7 1.2
0.9 0.3 0.4
-0.3 -1.8 1.2
-0.9 -0.2 0.1
0.8 -0.9 -0.3
-0.4 0.0 0.1
-0.1 1.0 -0.2
-0.8 -1.1 -0.7
-1.4 1.3 0.5
0.9 -0.5 -1.1
0.4 -0.2 0.2
0.2 0.4 -0.4
0.0 -1.0 -0.4
0.7 0.0 -0.4
0.2 0.7 -0.9
-0.1 0.5 0.4
0.1 0.0 -1.0
0.1 0.7 -0.6
-0.4 0.0 0.0
0.4 0.1 -0.1
0.1 0.6 0.1
-0.1 -0.7 -0.1
0.0 0.1 1.0
-0.6 0.8 0.8
0.9 0.0 -0.3
0.2 0.0 0.4
-0.1 -0.4 -0.6
0.4 -0.2 0.4
0.4 -0.2 0.1
-0.4 -0.1 -0.2
0.8 -1.6 2.0
-0.5 -0.7 0.2
-0.2 0.5 1.0
0.2 -0.4 0.3
0.8 0.3 0.3
0.1 0.0 -0.3
-0.1 -0.4 -1.6
-0.4 0.2 -0.4
0.8 -1.4 -0.4
0.8 -0.2 -0.3
0.3 1.3 0.3
0.1 0.3 -0.8
-0.2 -0.2 -0.4
-0.8 1.2 0.2
0.1 0.4 -1.2
0.7 -0.8 -0.4
-0.7 -0.2 0.4
0.4 0.3 -0.7
0.1 -0.3 -0.6
0.2 -0.1 -0.2
-0.1 -0.1 0.0
-0.3 0.6 0.8
-0.2 0.4 0.5
-0.2 0.4 0.4
-0.9 -0.1 0.2
0.0 0.2 0.2
0.0 0.4 0.0
0.1 0.4 0.7
-0.2 0.0 -0.3
-0.6 -0.1 0.2
-0.3 0.3 0.8
2.1 2.1 0.1
-0.9 -0.3 0.9
1.1 -0.3 0.1
-0.5 -0.9 1.5
0.1 1.3 0.2
1.1 0.0 -1.9
-1.2 -1.4 0.5
-1.4 0.4 2.2
-0.6 -0.8 0.8
0.4 -0.8 -1.1
-0.8 -1.2 -0.2
0.5 0.9 0.3
-0.1 0.3 -0.6
-0.2 -0.1 -0.1
0.1 -1.2 -0.8
0.4 0.4 -0.6
-0.8 0.5 0.2
-0.1 -0.6 -0.3
0.3 0.2 -0.1
0.0 -0.2 -0.5
0.0 -0.5 0.1
0.1 -0.1 0.1
0.6 0.2 0.2
-0.5 0.3 -0.6
-0.2 0.2 -0.2
0.6 0.4 -0.6
-0.6 0.6 -0.3
0.7 -0.9 -0.3
-0.1 1.1 0.4
1.1 2.5 -0.8
-0.1 -0.1 0.5
0.1 -1.2 0.2
-1.5 -0.2 -0.1
0.6 -0.4 0.1
0.5 -0.7 -0.8
-0.7 -0.4 -0.3
-0.1 -1.4 1.3
-0.5 0.1 -0.6
0.0 0.3 -0.1
1.2 0.4 -0.2
-0.2 -0.2 0.3
0.1 0.4 0.0
0.2 0.3 0.0
-0.3 -0.1 0.1
-0.5 0.6 0.3
0.1 0.3 0.2
-0.2 -2.3 2.0
-0.8 1.8 0.0
1.6 -0.8 0.5
-0.6 -0.2 -1.0
1.0 -1.6 0.8
-0.8 0.1 0.6
0.8 0.0 0.0
-0.2 0.7 -1.8
0.2 0.3 -0.3
-0.4 0.4 -0.4
-0.3 -0.1 0.0
0.0 0.1 -0.2
-1.0 0.2 -0.1
-0.4 0.7 -0.2
0.2 0.0 0.4
0.8 -0.1 -0.2
0.2 0.9 -0.1
-0.6 0.6 0.5
0.4 0.3 -0.4
-0.2 0.7 0.2
-0.6 0.2 -3.2
0.2 1.1 0.7
-1.1 -0.5 0.0
0.1 0.3 0.0
0.0 -0.5 -0.1
0.3 -0.5 0.2
0.3 -0.4 0.6
-0.1 0.2 0.1
0.4 -1.1 0.8
-0.1 -1.1 0.0
0.0 0.1 0.1
-0.1 -0.2 -0.1
0.7 0.3 0.0
0.7 0.4 0.5
0.3 0.4 -0.2
-1.0 -0.4 1.2
-0.4 -0.9 0.0
-0.5 -0.6 -0.4
-0.3 0.4 0.2
-0.5 1.9 0.7
-0.3 0.1 0.1
0.5 -0.2 0.1
-0.1 0.0 -0.3
1.5 0.4 -0.7
-0.1 0.3 -0.4
0.1 -0.4 -0.1
0.4 -0.1 0.0
0.2 0.3 0.0
-0.1 -0.2 -0.1
-0.4 -0.5 -0.2
0.7 -0.6 0.2
0.7 2.3 -0.4
0.6 -0.8 -1.0
1.0 1.1 0.5
-2.5 -0.3 3.0
0.9 0.5 -0.8
-0.6 0.5 -1.4
-0.3 -1.4 0.4
0.0 -0.6 -0.2
-0.4 -0.1 0.3
0.3 -0.6 0.1
-1.7 0.0 0.1
1.2 0.1 -0.6
-0.2 0.5 -0.1
0.1 -0.2 -0.3
0.1 -0.4 0.7
0.0 0.0 -0.3
1.0 -0.7 -0.1
0.9 -0.1 0.3
-0.9 -1.2 1.0
1.6 0.3 -2.8
-0.7 -0.9 1.1
0.4 0.3 0.4
1.1 0.3 0.2
0.3 0.2 -0.5
-0.9 0.8 -0.2
-0.5 -0.4 -0.2
-0.1 0.5 0.8
0.0 0.9 0.1
0.0 -0.5 -0.2
-0.4 0.0 0.2
0.6 0.2 -0.1
0.0 -0.1 0.3
-0.6 0.5 -0.5
-0.7 -0.5 0.3
0.1 -0.4 -0.4
1.7 0.4 0.1
0.7 -0.1 1.2
1.0 -1.2 -0.9
-1.5 1.0 1.1
1.4 1.2 -0.8
-0.3 0.1 0.5
-0.6 -0.4 -0.2
-0.4 0.6 -0.1
-0.8 0.3 0.5
-0.5 -0.4 -0.4
0.5 0.4 -0.3
0.2 -0.1 -0.1
0.2 -0.2 0.2
0.0 -0.3 -0.7
-0.2 0.3 0.6
-1.6 -1.2 -0.1

LUMO energy ... 0.515 eV
E_HOMO ... -8.436 eV
ΔE to the lowest compared entry with this formula, charge and spin ... 60.3 kcal per mole
Kohn-Sham gap ... 9.0 eV